ORCA calculation (ωB97M-V with the def2-TZVPD basis set) on a cluster of 10 separate species, C27H80N6O10 in total.

Computed properties:
ΔE to the lowest compared entry with this formula, charge and spin: 0.0 kcal/mol
SMILES: COC[C@H](C)N.COC[C@H](C)N.COC[C@H](C)N.COC[C@H](C)N.COC[C@H](C)N.COC[C@H](C)N.CO.CO.CO.O
Gap between HOMO and LUMO: 9.031 eV
HOMO: -8.446 eV

Geometry as ORCA input:
```
! RIJCOSX wB97M-V def2-TZVPD def2/J DEFGRID3
* xyz 0 1
C -6.9021 3.2337 -1.4627
O -5.5296 3.2402 -1.0955
C -5.2272 2.2817 -0.0171
C -3.6929 1.8667 0.0297
C -3.3901 0.9850 1.2079
N -2.8903 3.0826 -0.0029
H -6.9358 3.8171 -2.3828
H -7.5360 3.6364 -0.6726
H -7.2452 2.2209 -1.6738
H -5.5684 2.6435 0.9529
H -5.8143 1.3690 -0.1187
H -3.5593 1.2747 -0.8757
H -3.4834 1.5643 2.1265
H -2.3276 0.7667 1.3159
H -3.9557 0.0534 1.1905
H -3.3642 3.6374 -0.7014
H -2.8992 3.5831 0.8743
C 1.5994 -3.6010 7.6251
O 1.1596 -3.7954 6.2786
C 1.5703 -2.5663 5.5409
C 0.8406 -2.5843 4.2021
C 1.3257 -1.5686 3.1628
N -0.5771 -2.3915 4.3415
H 2.6652 -3.6759 7.8411
H 1.2231 -4.3697 8.3002
H 1.1839 -2.7215 8.1169
H 1.3171 -1.6185 6.0160
H 2.6416 -2.5731 5.3401
H 0.9908 -3.5571 3.7339
H 0.7752 -1.5558 2.2221
H 2.3583 -1.7727 2.8798
H 1.3483 -0.5531 3.5584
H -1.1028 -2.4504 3.4812
H -0.9483 -3.2031 4.8144
C 2.1909 5.6671 1.6720
O 2.5284 4.2744 1.7281
C 1.9657 3.5335 0.6723
C 0.4185 3.3586 0.8416
C -0.0828 3.1734 2.2430
N -0.1110 2.3047 -0.0252
H 1.1134 5.8321 1.6713
H 2.6986 6.1302 0.8259
H 2.6604 6.1775 2.5130
H 2.2152 3.8797 -0.3307
H 2.4346 2.5495 0.6790
H -0.0199 4.2437 0.3807
H 0.2859 2.2599 2.7096
H -1.1707 3.1069 2.2378
H 0.1122 4.0590 2.8478
H -1.1151 2.4032 -0.0712
H 0.2984 2.4860 -0.9305
C 4.7389 3.8689 -1.9849
O 4.0322 2.7636 -1.5465
C 3.8285 1.7260 -2.5380
C 2.3860 1.6615 -2.9785
C 2.1541 0.4652 -3.9301
N 1.8380 2.7749 -3.7139
H 4.7396 4.5586 -1.1408
H 4.2502 4.4255 -2.7846
H 5.7694 3.6551 -2.2686
H 4.5245 1.8655 -3.3652
H 4.1140 0.8198 -2.0038
H 1.6599 1.4552 -2.1921
H 2.6231 0.5484 -4.9105
H 1.0940 0.2189 -3.9904
H 2.6078 -0.4414 -3.5297
H 1.8809 3.5813 -3.1073
H 0.8410 2.6998 -3.8571
C 2.1040 -6.7123 3.5225
O 1.7732 -5.8554 2.3772
C 2.5027 -6.0421 1.2192
C 1.7238 -5.1573 0.1849
C 2.4671 -5.0966 -1.1288
N 1.5693 -3.7821 0.6224
H 2.2929 -7.7152 3.1397
H 1.2953 -6.6796 4.2526
H 3.0001 -6.3110 3.9957
H 3.5225 -5.7072 1.4093
H 2.4628 -7.1001 0.9600
H 0.7244 -5.5469 -0.0091
H 1.8982 -4.5466 -1.8785
H 2.8321 -6.0183 -1.5818
H 3.4027 -4.5408 -1.0671
H 1.1897 -3.8836 1.5528
H 2.4074 -3.2253 0.7102
C -5.5788 2.8252 -4.5966
O -4.1952 2.7017 -4.8249
C -3.4086 2.7970 -3.6412
C -1.8926 2.7537 -3.9885
C -1.3530 1.3488 -4.2879
N -1.0057 3.2088 -2.9343
H -5.9537 2.1309 -3.8446
H -6.1604 2.5607 -5.4797
H -5.7266 3.8428 -4.2352
H -3.5659 3.7905 -3.2213
H -3.7612 2.0696 -2.9101
H -1.7742 3.3439 -4.8972
H -1.9160 0.6771 -4.9360
H -1.2163 0.7425 -3.3925
H -0.3925 1.4637 -4.7903
H -1.3114 4.1422 -2.6989
H -1.2174 2.6219 -2.1401
C 3.4350 -1.0061 -0.0253
O 4.0337 -2.2488 0.3669
H 2.8842 -1.1230 -0.9586
H 2.7209 -0.8458 0.7824
H 4.1754 -0.2148 0.0920
H 4.9481 -2.2683 0.0752
C -0.2582 -1.0968 -0.8337
O 0.3881 -2.1844 -1.4639
H 0.4891 -0.3896 -0.4737
H -0.8471 -0.4659 -1.4995
H -0.9003 -1.4158 -0.0127
H 0.9272 -2.6653 -0.8316
C -2.0650 -3.8889 1.2225
O -2.5615 -3.2513 2.3771
H -1.0506 -3.5025 1.1238
H -2.0680 -4.9746 1.1261
H -2.5998 -3.5050 0.3538
H -3.5066 -3.3922 2.4700
O -1.1779 -2.3436 -3.7694
H -0.5132 -2.2709 -3.0845
H -0.7471 -2.8317 -4.4711
*
```

Atomic partial charges in e from the Löwdin method, atoms 1 to 6:
1 C -0.12
2 O -0.22
3 C -0.15
4 C -0.42
5 C -0.06
6 N 0.05



ORCA calculation (ωB97M-V with the def2-TZVPD basis set) on a structure of composition C27H83AsF6N19O12.

Computed properties:
Gap between HOMO and LUMO (spin up / spin down): 3.475 / 7.904 eV
HOMO (spin up / spin down): 0.257 / -4.180 eV

Geometry as ORCA input:
```
! RIJCOSX wB97M-V def2-TZVPD def2/J DEFGRID3
* xyz -2 2
As -11.0220 13.6230 8.5315
F -12.0217 14.6486 7.4295
F -10.3922 15.1200 9.3881
F -10.1847 12.5951 9.7497
F -11.6078 12.0625 7.7182
F -9.6954 13.4921 7.3600
F -12.4400 13.6754 9.6698
C -4.6099 14.3499 14.4165
C -4.9110 14.5005 12.8724
C -6.4136 14.3670 12.4233
O -6.5467 14.3648 11.0136
C -7.6797 15.0615 10.5084
N -4.2967 15.8049 12.4238
H -3.5549 14.5736 14.5749
H -4.7142 13.2999 14.6899
H -5.2263 14.9761 15.0615
H -4.3117 13.7454 12.3638
H -7.0635 15.0173 13.0088
H -6.6738 13.3442 12.6960
H -7.8777 14.6293 9.5276
H -7.5156 16.0825 10.1639
H -8.5041 15.0083 11.2195
H -3.3129 15.7940 12.6520
H -4.2040 15.7788 11.4184
C -18.1541 16.5146 6.4363
C -18.5825 16.7374 7.9866
C -17.5972 16.6493 9.1297
O -17.0852 15.3050 9.3319
C -15.9304 15.1450 8.5777
N -19.2987 18.0399 8.0092
H -17.4988 17.3793 6.3316
H -19.0167 16.4918 5.7704
H -17.5223 15.6429 6.2658
H -19.2497 15.9821 8.4020
H -17.9460 16.8687 10.1388
H -16.8573 17.4281 8.9447
H -15.6080 15.9706 7.9433
H -16.1029 14.1873 8.0867
H -15.0637 15.0360 9.2296
H -19.9667 18.4354 7.3630
H -18.5911 18.7550 8.0992
C -11.7673 18.4617 6.6708
C -13.1921 18.9567 6.6928
C -13.8192 19.5155 8.0706
O -15.2159 19.5087 7.9896
C -15.8189 20.1646 9.0829
N -13.3576 19.8874 5.5410
H -11.1810 19.0857 7.3452
H -11.2640 18.3302 5.7129
H -11.7443 17.4682 7.1187
H -13.8180 18.0938 6.4655
H -13.4104 20.5026 8.2867
H -13.4477 18.9672 8.9362
H -16.9009 20.2850 9.0297
H -15.4844 21.1614 9.3704
H -15.7532 19.4720 9.9220
H -13.2017 19.5436 4.6042
H -14.3333 20.1473 5.5166
C -18.4201 11.7710 5.9378
C -17.3960 11.7086 7.0897
C -15.9876 12.1664 6.6226
O -15.4624 11.1220 5.8416
C -14.0749 11.2834 5.6002
N -17.8296 12.3608 8.3509
H -18.0967 11.3062 5.0064
H -18.6117 12.8232 5.7272
H -19.1552 11.1222 6.4139
H -17.3890 10.6938 7.4874
H -15.3878 12.2029 7.5320
H -15.9506 13.1187 6.0936
H -13.6976 12.2974 5.4674
H -13.8209 10.6868 4.7240
H -13.4687 10.9358 6.4367
H -17.2601 12.1417 9.1557
H -17.6556 13.3452 8.2074
C -10.9716 14.3608 13.2492
C -9.9007 13.3740 13.7881
C -10.2466 12.9196 15.1818
O -9.2394 12.0570 15.5927
C -9.5037 11.6250 16.9047
N -9.7610 12.2823 12.8144
H -10.8106 14.6576 12.2128
H -10.9083 15.2157 13.9225
H -11.9556 13.9434 13.4630
H -8.9113 13.8300 13.7534
H -11.1475 12.3240 15.0343
H -10.5159 13.7836 15.7894
H -10.4882 11.1683 17.0062
H -9.3054 12.4299 17.6124
H -8.7825 10.8680 17.2128
H -10.3291 12.3562 11.9826
H -10.0163 11.3657 13.1532
C -12.8274 16.6630 11.7573
O -13.3560 16.0809 12.6508
N -12.1080 17.7428 11.7530
N -12.8480 16.2739 10.5084
H -12.1034 18.3408 12.5669
H -11.7089 18.0929 10.8938
H -12.8079 15.2659 10.4592
H -12.4194 16.7688 9.7393
C -10.4991 14.3458 3.4448
O -9.5030 14.3830 2.7305
N -10.4599 14.2541 4.7314
N -11.6930 14.2985 2.9880
H -9.5202 14.0760 5.0561
H -11.3133 14.3829 5.2560
H -12.6119 14.2474 3.4040
H -11.7137 14.3058 1.9783
C -7.9016 11.4737 5.3902
O -7.2810 10.8940 4.5582
N -9.1303 11.2322 5.7769
N -7.3699 12.6134 5.8161
H -9.3941 11.5843 6.6860
H -9.5849 10.4986 5.2522
H -7.9237 13.2576 6.3624
H -6.4074 12.8049 5.5773
C -13.3545 11.0793 11.7688
O -13.8615 10.1182 12.1787
N -14.0017 12.2436 11.9262
N -12.3197 11.1407 10.9387
H -14.8219 12.0920 12.4957
H -13.6658 13.1387 11.6005
H -12.0325 10.2491 10.5609
H -12.2105 11.8252 10.2042
C -6.9667 10.6964 9.9999
O -6.5383 9.6367 9.5561
N -6.3029 11.8734 10.0369
N -8.1070 10.7601 10.6365
H -5.3186 11.7926 9.8252
H -6.7880 12.7316 10.2564
H -8.6882 9.9380 10.7169
H -8.4690 11.5882 11.0874
C -10.0243 8.5412 9.3916
O -11.1724 8.8113 9.7882
N -9.3008 7.8177 10.2346
N -9.5850 9.0893 8.2598
H -8.3722 7.4732 10.0370
H -9.7464 7.3531 11.0129
H -8.6230 8.9548 7.9833
H -10.3000 9.5327 7.7011
C -9.7696 19.1018 9.8009
O -10.8009 19.6796 9.6126
N -9.6900 17.8656 10.2451
N -8.6310 19.6956 9.9468
H -10.4783 17.2396 10.1631
H -8.7545 17.5227 10.4108
H -7.7367 19.2461 10.0816
H -8.6226 20.6884 9.7614
*
```

Atomic partial charges in e from the Löwdin method, atoms 1 to 6:
1 As 0.95
2 F -0.39
3 F -0.38
4 F -0.35
5 F -0.38
6 F -0.36



ORCA calculation (ωB97M-V with the def2-TZVPD basis set) on a cluster of 12 separate species, C27H83N19O12 in total.

Computed properties:
ΔE to the lowest compared entry with this formula, charge and spin: 28.4 kcal/mol
SMILES: COC[C@H](C)N.COC[C@H](C)N.COC[C@H](C)N.COC[C@H](C)N.COC[C@H](C)N.NC(N)=O.NC(N)=O.NC(N)=O.NC(N)=O.NC(N)=O.NC(N)=O.NC(N)=O
Gap between HOMO and LUMO: 8.910 eV
HOMO: -8.687 eV

Geometry as ORCA input:
```
! RIJCOSX wB97M-V def2-TZVPD def2/J DEFGRID3
* xyz 0 1
C -4.4147 4.4704 5.4773
O -3.4397 3.7058 4.8297
C -2.1318 4.2262 5.1666
C -1.2436 4.0242 3.9888
C 0.1921 4.4794 4.2431
N -1.7561 4.6025 2.7396
H -5.4093 4.0406 5.3089
H -4.3389 5.4960 5.0804
H -4.2055 4.5534 6.5488
H -2.3251 5.3073 5.3349
H -1.7136 3.7501 6.0743
H -1.2391 2.9509 3.9295
H 0.2123 5.5846 4.3099
H 0.8462 4.2335 3.4020
H 0.6306 4.2121 5.1890
H -2.7265 4.3396 2.6291
H -1.6439 5.6009 2.8197
C -0.5447 5.1841 -3.4309
O 0.5998 4.8661 -2.6635
C 1.0068 3.6337 -3.0161
C 2.1880 3.1956 -2.2192
C 2.5807 1.7356 -2.4937
N 2.0853 3.4272 -0.8143
H -1.4500 4.6461 -3.1149
H -0.3778 5.0160 -4.4929
H -0.7824 6.2299 -3.2688
H 0.2336 2.8580 -2.7238
H 1.1717 3.5190 -4.0968
H 2.9912 3.8482 -2.5651
H 1.9255 1.1410 -1.8587
H 3.5889 1.6367 -2.0687
H 2.4992 1.3576 -3.5075
H 1.2524 2.9824 -0.4682
H 1.9511 4.4318 -0.6996
C 3.3219 -6.1939 -5.0606
O 3.4879 -5.4439 -3.9146
C 2.7957 -4.2212 -3.9642
C 2.7877 -3.6902 -2.5173
C 2.8291 -2.1894 -2.6151
N 3.7513 -4.2224 -1.5325
H 4.2160 -6.7272 -5.3270
H 3.2209 -5.4783 -5.8822
H 2.4186 -6.8295 -5.0122
H 3.2500 -3.5029 -4.7221
H 1.7451 -4.4286 -4.2658
H 1.7787 -3.9412 -2.1322
H 2.6135 -1.7498 -1.6298
H 2.0504 -1.8962 -3.3317
H 3.7921 -1.8167 -2.9774
H 3.9927 -5.2034 -1.6737
H 4.6084 -3.7005 -1.6103
C 3.2499 0.9475 1.7386
O 4.5921 0.4294 2.0150
C 5.0558 -0.3586 0.9144
C 6.2175 -1.2262 1.3090
C 7.4338 -0.3538 1.6144
N 6.5879 -2.1638 0.1969
H 2.6091 0.0845 1.6562
H 3.2861 1.5179 0.7898
H 2.9914 1.5511 2.6008
H 4.2669 -1.0935 0.6247
H 5.2197 0.2489 0.0179
H 5.8687 -1.8242 2.1591
H 7.2610 0.4151 2.3712
H 7.6786 0.1521 0.6477
H 8.3042 -0.9283 1.8978
H 6.6488 -1.6069 -0.6663
H 5.9482 -2.8594 -0.1024
C -3.9300 -0.5479 0.2886
O -4.7369 -0.9475 -0.7785
C -3.9762 -1.3590 -1.8521
C -4.8160 -1.8952 -3.0167
C -5.6620 -0.7610 -3.4299
N -5.6663 -2.9891 -2.4209
H -3.3785 0.3549 0.0655
H -3.2663 -1.3098 0.6426
H -4.5367 -0.3940 1.1737
H -3.4399 -0.4299 -2.1722
H -3.1709 -2.1001 -1.5614
H -4.1507 -2.2706 -3.8121
H -6.4608 -0.9391 -4.1454
H -5.1141 0.1541 -3.6378
H -6.2307 -0.5595 -2.4938
H -6.4948 -3.1974 -2.9554
H -6.0247 -2.4679 -1.6337
N -2.8884 0.4679 3.3872
C -3.5713 0.2924 4.5942
N -5.0334 0.5247 4.6765
O -3.0054 -0.0176 5.5863
H -1.8596 0.5441 3.4586
H -3.4574 0.8237 2.6211
H -5.2255 0.6281 5.6531
H -5.2458 1.3290 4.1014
N -5.1127 3.1096 -1.9661
C -3.7406 2.8809 -1.9130
N -2.9980 3.2921 -0.8443
O -3.1471 2.4194 -2.8889
H -5.6248 2.7229 -2.7108
H -5.6181 3.3383 -1.1456
H -3.4703 3.5367 0.0348
H -2.0415 2.9416 -0.7170
N -1.3067 -4.0407 -2.9233
C -0.9826 -3.9468 -1.6059
N -1.2660 -4.9461 -0.7412
O -0.3373 -2.9954 -1.1813
H -0.8263 -3.3803 -3.5236
H -1.6792 -4.8808 -3.3202
H -1.2164 -4.5640 0.2191
H -1.8776 -5.6953 -0.9956
N 3.8273 -4.3442 1.7027
C 3.0053 -3.2229 1.9129
N 2.1196 -2.8978 0.8868
O 3.0437 -2.5871 2.9259
H 3.8511 -4.8691 0.8368
H 4.4170 -4.5551 2.5215
H 1.9148 -3.5699 0.1862
H 1.6792 -1.9930 0.8892
N -1.1177 0.0978 -5.4863
C -0.8107 -0.7636 -4.5077
N -0.9844 -0.3864 -3.2356
O -0.3722 -1.8830 -4.7310
H -1.7123 0.8750 -5.2758
H -1.3107 -0.4697 -6.3114
H -0.5520 -1.0208 -2.5796
H -1.5840 0.3550 -2.8956
N 0.0313 -0.5064 6.2347
C 0.6210 -0.5465 4.9971
N 1.9008 -0.8070 4.8970
O -0.0244 -0.1922 4.0029
H -0.9845 -0.4548 6.1048
H 0.4531 -1.0351 7.0137
H 2.3275 -1.1633 5.7255
H 2.3141 -0.9078 3.9682
N 0.2284 1.8329 1.7681
C -0.3045 1.1502 0.7111
N -0.1453 -0.1962 0.7237
O -0.8718 1.7128 -0.1601
H 0.1949 1.3784 2.6774
H -0.1801 2.7454 1.7377
H -0.5113 -0.7013 -0.0676
H 0.0315 -0.7822 1.5257
*
```

Atomic partial charges in e from the Löwdin method, atoms 1 to 6:
1 C -0.13
2 O -0.22
3 C -0.19
4 C -0.46
5 C -0.05
6 N 0.07